1.
Computed, not measured: a structure of composition C45H43I2N8O3RuS2, with ωB97M-V/def2-TZVPD.

Computed properties:
charge = +2
Kohn-Sham gap (alpha / beta) = 5.95 / 5.50 eV
multiplicity = 2
E_tot = -3890.660397 Ha

Each line ends with the Mulliken charge.
Positions of all 104 atoms, in Å:
Ru1 0.426829 -0.203979 -2.031124  0.6906
S1 -0.636533 -1.773218 -0.607283  -0.2827
C1 -2.280555 -1.560203 -0.830453  0.4463
N1 -3.169075 -2.085635 -0.028913  0.2267
C2 -4.601874 -1.784739 -0.208621  -0.5707
C3 -4.889307 -1.820661 -1.671962  -0.9305
N2 -4.029954 -0.820155 -2.330223  0.1811
C4 -4.720299 0.071355 -3.290610  -1.3905
C5 -5.677375 0.972830 -2.548268  0.7113
C6 -7.047148 0.855086 -2.743025  -0.2923
C7 -7.925175 1.682981 -2.052643  -0.6595
C8 -7.433755 2.621925 -1.159349  -0.4622
C9 -6.061898 2.741290 -0.959570  -0.7644
C10 -5.186314 1.919852 -1.651250  -0.1047
C11 -2.783039 -0.699943 -1.978097  0.5535
S2 -1.734599 0.335142 -2.795058  -0.3428
C12 -2.839267 -2.952763 1.120956  -1.5833
C13 -3.227790 -2.284257 2.417268  0.6159
C14 -4.259520 -2.785905 3.198801  -0.4415
C15 -4.600421 -2.161678 4.393753  -0.6563
C16 -3.914497 -1.029059 4.804096  -0.6727
C17 -2.882987 -0.520472 4.021103  -0.2583
C18 -2.539989 -1.145385 2.833419  -0.1630
H1 -4.827434 -0.800599 0.205664  0.2708
H2 -5.186751 -2.524108 0.331339  0.5522
H3 -5.928263 -1.577481 -1.874373  0.4767
H4 -4.667086 -2.805282 -2.086908  0.3577
H5 -5.259779 -0.560326 -3.995711  0.4480
H6 -3.979441 0.637340 -3.843389  0.4898
H7 -7.433543 0.127233 -3.448978  0.4170
H8 -8.991014 1.594792 -2.217962  0.4053
H9 -8.117146 3.265154 -0.620765  0.4036
H10 -5.678739 3.484920 -0.272509  0.4263
H11 -4.114995 2.025747 -1.508618  0.4318
H12 -1.779073 -3.174530 1.099433  0.6073
H13 -3.385047 -3.886642 0.987777  0.4866
H14 -4.792206 -3.677494 2.885084  0.4164
H15 -5.398885 -2.564078 5.003351  0.3960
H16 -4.178181 -0.544517 5.735003  0.4161
H17 -2.341256 0.358129 4.351459  0.3569
H18 -1.721416 -0.766551 2.227503  0.4842
I1 0.935554 -3.760080 -5.713673  0.0889
C19 1.477055 -1.761994 -5.705062  -0.3590
C20 2.078813 -1.172554 -6.838210  -0.2679
C21 2.428870 0.145213 -6.859677  -0.2002
I2 3.292474 0.924256 -8.583310  0.1501
C22 2.197238 0.957076 -5.722331  0.4845
C23 2.484196 2.331717 -5.619087  -0.6071
C24 2.180385 3.008322 -4.472189  -1.2325
C25 1.614634 2.317899 -3.392551  -0.2818
N3 1.366764 1.029835 -3.437641  0.3303
C26 1.618143 0.344209 -4.591819  -0.0678
C27 1.233969 -1.023272 -4.577437  0.6498
O1 0.634590 -1.504079 -3.488711  -0.5677
H19 2.259949 -1.779472 -7.715218  0.3753
H20 2.941646 2.852824 -6.450398  0.2269
H21 2.380652 4.067156 -4.386866  0.4661
H22 1.369021 2.821079 -2.465392  0.5188
C28 3.243799 -2.593585 5.528439  -1.4968
C29 4.132235 -1.915578 4.513854  0.4188
C30 3.689465 -0.851929 3.746431  -0.5863
C31 4.503380 -0.225992 2.805822  0.1790
C32 5.798880 -0.674665 2.606047  0.2072
N4 6.712134 -0.112051 1.669561  -0.0164
C33 6.534662 0.824551 0.681801  0.2082
O2 7.391935 1.617429 0.376522  -0.6314
N5 5.303299 0.850323 0.003257  -0.0298
C34 4.475094 -0.206473 -0.380803  -0.1742
C35 4.762423 -1.559711 -0.208769  -0.2237
C36 3.846108 -2.500415 -0.636299  -1.5019
C37 2.661870 -2.096505 -1.221543  -0.3979
N6 2.393864 -0.798753 -1.402445  0.8151
C38 3.275524 0.118204 -0.998489  -0.3370
C39 6.263189 -1.731951 3.380483  -0.6773
C40 5.444107 -2.336436 4.317332  -0.6512
H23 2.291679 -2.073242 5.635424  0.3310
H24 3.722111 -2.628940 6.507865  0.3819
H25 3.033778 -3.624775 5.237500  0.3271
H26 2.679772 -0.484964 3.896205  0.1885
H27 4.128386 0.624378 2.253046  0.5377
H28 7.686886 -0.179123 1.924530  0.2638
H29 5.245157 1.680957 -0.566992  0.2601
H30 5.696539 -1.871444 0.232859  0.6514
H31 4.057443 -3.555649 -0.530910  0.4589
H32 1.931112 -2.801473 -1.592802  0.5758
H33 3.023355 1.154740 -1.186512  0.5113
H34 7.281362 -2.081712 3.245560  0.4277
H35 5.834926 -3.156026 4.910379  0.4192
N7 0.355186 1.111429 -0.529245  -0.5335
C41 0.331315 1.860489 0.354088  0.5480
N8 0.272218 2.709879 1.334314  -0.0010
C42 1.179090 3.871550 1.442682  -0.5587
C43 1.933846 3.763806 2.754666  -0.3490
O3 1.033005 3.649254 3.840513  -0.4067
C44 0.234734 2.486590 3.750873  -0.3312
C45 -0.617601 2.515087 2.497314  -0.3420
H36 0.571809 4.777334 1.434627  0.2767
H37 1.858146 3.888408 0.591698  0.3927
H38 2.519817 4.664370 2.919437  0.3863
H39 2.609640 2.899025 2.730444  0.1152
H40 -0.400824 2.467309 4.633472  0.3860
H41 0.867911 1.591920 3.747701  0.1368
H42 -1.307818 3.359013 2.535936  0.2171
H43 -1.184104 1.593096 2.373357  0.2252

Cartesian forces (eV/Å) of the 3 atoms listed first:
0.44 -0.94 -0.92
0.39 -0.01 -0.12
0.20 0.30 -0.35


2.
Computed, not measured: a structure of composition C5H6O2, with ωB97M-V/def2-TZVPD.

Computed properties:
charge = 0
Kohn-Sham gap = 9.23 eV
multiplicity = 1
E_tot = -344.391774 Ha

Each line ends with the Mulliken charge.
Positions of all 13 atoms, in Å:
O1 -0.703968 0.171787 1.361957  -0.5548
C1 -1.981117 1.012187 0.448734  0.0295
C2 -1.154811 1.107967 -0.691444  -0.4991
C3 -0.069802 0.544223 -0.277985  0.1560
C4 1.338144 0.149290 -0.636655  -0.3509
C5 1.423363 -1.347255 -0.501698  0.0376
O2 2.253907 -1.898861 0.176873  -0.4696
H1 -0.066346 0.744815 1.848732  0.3420
H2 -2.099884 1.876999 1.086872  0.2310
H3 -2.709174 0.206858 0.538926  0.2098
H4 2.090300 0.602590 0.014468  0.2188
H5 1.682674 0.410335 -1.673313  0.2940
H6 0.617519 -1.906812 -1.022139  0.3559

Cartesian forces (eV/Å) of the 3 atoms listed first:
1.79 0.05 -0.25
1.05 -0.57 0.90
0.00 0.06 -0.67


3.
Computed, not measured: a structure of composition C23H39F9N3O5PSSi, with ωB97M-V/def2-TZVPD.

Computed properties:
charge = 0
Kohn-Sham gap (alpha / beta) = 8.72 / 9.37 eV
multiplicity = 3
E_tot = -3368.051094 Ha

Each line ends with the Mulliken charge.
Positions of all 82 atoms, in Å:
O1 -1.153348 1.044692 7.342419  -0.6615
P1 -1.013139 2.230056 6.500505  0.7880
O2 -1.033250 1.899402 4.898840  -0.2053
O3 0.425498 2.971711 6.840938  -0.4813
Si1 -2.552392 3.802180 6.958557  0.1972
N1 -1.815593 5.334584 6.411342  -0.2763
C1 -2.441436 6.274331 6.770103  0.3189
S1 -3.348253 7.564877 6.750110  -0.2900
C2 -4.177359 3.524199 5.928092  0.8121
F1 -5.042640 4.522005 6.281504  -0.2493
F2 -3.808430 3.652312 4.631236  -0.2491
C3 -4.857854 2.166032 6.196566  0.4841
F3 -3.987665 1.223292 5.767677  -0.2792
F4 -4.980451 1.961008 7.516624  -0.2913
C4 -6.200162 1.910604 5.432549  0.5495
F5 -6.171077 0.692288 4.877652  -0.2846
F6 -6.404390 2.791150 4.451914  -0.2920
C5 -7.479406 1.938625 6.338982  0.6671
F7 -7.487754 2.973590 7.162802  -0.2320
F8 -7.702489 0.804537 6.956477  -0.2433
F9 -8.525004 2.132641 5.519570  -0.2699
H1 -0.233933 2.264145 4.481749  0.2271
H2 1.095337 2.495950 6.318614  0.3113
H3 -2.854587 3.816351 8.396328  -0.0729
C6 -0.758107 0.273928 -1.941394  -1.6256
C7 -0.023017 0.933657 -0.742654  2.1162
C8 1.450220 0.500747 -0.706401  -1.2354
C9 1.693182 -0.897992 -0.152308  0.0491
C10 0.973169 -1.089476 1.178981  -1.4819
C11 -0.520584 -0.763727 1.085333  1.8721
N2 -0.756181 0.597393 0.514683  0.3287
O4 -0.440448 1.487444 1.416950  -0.5626
C12 -1.213545 -1.848980 0.234086  -1.7727
C13 -1.163564 -0.917274 2.466738  -1.7928
C14 -0.047180 2.436008 -1.050550  -2.0373
H4 -1.781933 -0.000707 -1.686194  0.3236
H5 -0.842616 0.955634 -2.788664  0.5198
H6 -0.243641 -0.616497 -2.308890  0.0708
H7 2.019160 1.207224 -0.091542  0.4421
H8 1.875647 0.566106 -1.711648  0.0843
H9 1.376570 -1.652972 -0.875057  -0.0600
H10 2.765499 -1.047702 -0.008363  0.4898
H11 1.109727 -2.118714 1.519991  0.4345
H12 1.449391 -0.455819 1.935408  0.3069
H13 -2.274665 -1.627680 0.108965  0.3826
H14 -1.131584 -2.818475 0.727278  0.4540
H15 -0.772722 -1.979014 -0.751713  0.2465
H16 -0.706296 -0.275250 3.218281  0.2510
H17 -1.057870 -1.943081 2.821951  0.3929
H18 -2.232028 -0.692547 2.430155  0.4872
H19 -1.067991 2.825134 -1.053209  0.4761
H20 0.385822 2.621076 -2.034398  0.5026
H21 0.540599 3.015584 -0.338709  0.3598
C15 3.371612 -0.353057 -6.077442  -1.8018
C16 3.930686 -1.229916 -4.923587  1.8922
C17 4.976842 -2.223518 -5.454488  -1.3817
C18 4.398944 -3.442803 -6.168656  -0.4798
C19 3.310127 -4.099560 -5.324402  -1.2929
C20 2.219540 -3.108968 -4.907303  1.5558
N3 2.789624 -1.904671 -4.237069  0.7326
O5 3.173003 -2.247571 -3.040761  -0.6178
C21 1.402886 -2.711982 -6.155633  -1.7587
C22 1.201963 -3.820944 -4.010421  -1.8747
C23 4.665153 -0.243923 -4.006807  -2.0040
H22 2.307821 -0.150056 -5.951668  0.2928
H23 3.852113 0.625264 -6.111069  0.4947
H24 3.521649 -0.806458 -7.058866  0.3365
H25 5.587711 -2.584321 -4.620079  0.4234
H26 5.663393 -1.704431 -6.128344  0.3485
H27 4.009305 -3.161405 -7.149903  0.2981
H28 5.197472 -4.164864 -6.355015  0.4059
H29 2.867488 -4.927794 -5.883292  0.3985
H30 3.770353 -4.546090 -4.436662  0.3585
H31 0.640744 -1.972721 -5.904055  0.3379
H32 0.895515 -3.587243 -6.563803  0.4561
H33 2.009064 -2.315331 -6.966440  0.3330
H34 1.655103 -4.251981 -3.118311  0.3749
H35 0.728574 -4.639789 -4.553552  0.4795
H36 0.412015 -3.133488 -3.696988  0.3392
H37 3.973193 0.473055 -3.558239  0.4726
H38 5.405033 0.316371 -4.579411  0.5355
H39 5.207839 -0.746394 -3.205989  0.3456

Cartesian forces (eV/Å) of the 3 atoms listed first:
-0.61 -0.30 0.01
1.05 -0.47 0.20
0.72 0.73 1.14


4.
Computed, not measured: a structure of composition CHCl2O2P, with ωB97M-V/def2-TZVPD.

Computed properties:
charge = 0
Kohn-Sham gap = 10.15 eV
multiplicity = 1
E_tot = -1450.803259 Ha

Each line ends with the Mulliken charge.
Positions of all 7 atoms, in Å:
C1 -0.408703 0.761062 -0.111528  -0.0196
O1 2.386953 0.871189 -0.156860  -0.1992
O2 2.075651 0.542473 1.254901  -0.2442
P1 1.141952 1.736808 0.328594  0.3899
Cl1 -1.488811 1.583331 -1.331096  -0.1682
Cl2 -1.193204 0.929130 1.423956  -0.1185
H1 -0.309146 -0.166738 -0.621824  0.3598

Cartesian forces (eV/Å) of the 3 atoms listed first:
-0.15 1.50 -1.09
1.23 -0.65 -1.28
-1.87 1.51 -0.84


Which of these has the lowest E_tot?
C45H43I2N8O3RuS2


What is the formula in the fourth record?
CHCl2O2P